Version P
Computed, not measured: 12 unconnected molecules or ions with the total composition C36H84N12O12, with ωB97M-V/def2-TZVPD.

Results
- 2S+1 = 1
- lowest unoccupied orbital energy (eV) = 0.1
- SMILES = CNC(C)=O.CNC(C)=O.CNC(C)=O.CNC(C)=O.CNC(C)=O.CNC(C)=O.CNC(C)=O.CNC(C)=O.CNC(C)=O.CNC(C)=O.CNC(C)=O.CNC(C)=O

Positions of all 144 atoms, in Å:
C: 0.5492 0.6755 -13.9424
N: 0.7829 -0.2847 -12.8662
C: -0.1114 -0.9761 -12.2108
C: 0.3190 -1.7930 -10.9718
O: -1.2620 -0.9833 -12.5341
H: 0.1742 1.6115 -13.5283
H: -0.0845 0.2935 -14.7427
H: 1.4853 0.8514 -14.4723
H: 1.6872 -0.3229 -12.4180
H: 0.2454 -2.8469 -11.2400
H: -0.3718 -1.6298 -10.1446
H: 1.2987 -1.6081 -10.5312
C: -4.2866 -5.2675 3.5767
N: -5.2894 -4.4313 2.9605
C: -6.3941 -3.9999 3.5841
C: -6.9031 -4.6526 4.8513
O: -6.9813 -2.9976 3.1313
H: -3.4577 -5.2205 2.8705
H: -4.6952 -6.2773 3.6168
H: -3.9795 -4.9980 4.5873
H: -4.9647 -3.9515 2.1331
H: -6.8855 -3.9516 5.6858
H: -6.1885 -5.4038 5.1875
H: -7.9253 -5.0296 4.8176
C: -5.8173 2.2713 11.4978
N: -5.4273 1.6585 10.2100
C: -4.9865 2.2983 9.1957
C: -4.7298 1.5479 7.8996
O: -4.7725 3.5253 9.2078
H: -5.0933 3.0464 11.7492
H: -5.6845 1.6017 12.3476
H: -6.8644 2.5611 11.5855
H: -5.5942 0.6733 10.0628
H: -4.1684 2.1204 7.1612
H: -5.7159 1.4291 7.4507
H: -4.2654 0.5661 7.9920
C: -4.7096 6.2028 -5.4342
N: -5.9141 6.4033 -6.2724
C: -5.9995 7.1801 -7.3615
C: -7.4476 7.1401 -7.9597
O: -5.0495 7.7077 -7.9738
H: -4.5483 5.1256 -5.4762
H: -4.8949 6.4244 -4.3832
H: -3.8194 6.7470 -5.7495
H: -6.6906 5.7737 -6.1285
H: -8.2117 6.7988 -7.2613
H: -7.4903 6.5222 -8.8566
H: -7.7205 8.1244 -8.3404
C: -4.5709 -3.9522 13.4752
N: -3.1428 -3.8917 13.0072
C: -2.8977 -3.7920 11.6855
C: -1.4380 -3.6771 11.0942
O: -3.8244 -3.8733 10.8904
H: -5.2208 -3.1216 13.1998
H: -4.5330 -3.9072 14.5636
H: -5.0485 -4.9127 13.2818
H: -2.4311 -3.7373 13.7071
H: -1.3889 -4.1552 10.1159
H: -0.7653 -4.1206 11.8283
H: -1.1726 -2.6351 10.9155
C: 6.0478 1.5289 4.1039
N: 6.0971 0.1353 4.6281
C: 5.9592 -0.1979 5.8884
C: 6.1053 -1.6894 6.1519
O: 5.8683 0.6366 6.7408
H: 5.1118 2.0440 4.3199
H: 5.9316 1.4335 3.0243
H: 6.9653 2.0412 4.3933
H: 6.2648 -0.5816 3.9367
H: 5.1240 -2.0857 6.4129
H: 6.8016 -1.9313 6.9549
H: 6.5777 -2.1052 5.2620
C: 0.5146 10.5560 1.5972
N: 0.4108 9.1045 1.4292
C: -0.5904 8.4038 1.9437
C: -0.3911 6.9218 2.0190
O: -1.6389 8.8924 2.3204
H: -0.4575 11.0331 1.7214
H: 1.0641 11.0475 0.7943
H: 1.1094 10.7655 2.4863
H: 1.2701 8.6328 1.1859
H: 0.6159 6.5436 1.8425
H: -1.0360 6.3715 1.3339
H: -0.7820 6.5603 2.9702
C: 9.9096 0.0828 -2.3039
N: 9.2667 -1.1639 -2.9081
C: 8.6275 -2.1333 -2.3305
C: 8.3790 -3.3564 -3.1616
O: 8.2600 -2.1278 -1.1555
H: 10.9228 0.1981 -2.6891
H: 10.0476 0.0361 -1.2237
H: 9.3907 0.9900 -2.6134
H: 9.3698 -1.2705 -3.9072
H: 9.2798 -3.9394 -3.3534
H: 7.9433 -3.1057 -4.1288
H: 7.7021 -4.0759 -2.7010
C: -7.2813 -0.6230 -4.1337
N: -8.5260 -0.8262 -4.8801
C: -9.2993 0.1307 -5.3296
C: -10.4789 -0.2878 -6.1826
O: -9.0810 1.2963 -5.1185
H: -7.1495 -1.4689 -3.4590
H: -7.4192 0.3163 -3.5982
H: -6.4569 -0.4931 -4.8349
H: -8.8595 -1.7566 -5.0876
H: -10.1536 -1.0651 -6.8740
H: -10.7987 0.5401 -6.8154
H: -11.2904 -0.6422 -5.5469
C: 8.5332 3.9577 -10.9725
N: 7.9128 2.6203 -11.0250
C: 7.2058 2.2283 -9.9894
C: 7.2725 2.9069 -8.5929
O: 6.4526 1.2720 -10.1304
H: 9.5692 3.8836 -10.6418
H: 7.9130 4.6849 -10.4485
H: 8.7390 4.3163 -11.9811
H: 7.7835 2.1594 -11.9144
H: 8.0727 3.6139 -8.3740
H: 7.4261 2.1466 -7.8271
H: 6.2820 3.2946 -8.3546
C: 0.7670 -1.1448 1.1842
N: 1.4718 -1.3873 -0.0871
C: 1.1070 -0.9152 -1.2844
C: 1.8682 -1.2869 -2.5153
O: 0.0820 -0.2342 -1.3877
H: 1.0168 -0.1742 1.6128
H: 1.1144 -1.9462 1.8362
H: -0.3050 -1.3135 1.0826
H: 2.2350 -2.0474 -0.0429
H: 2.8603 -0.8358 -2.5299
H: 1.3666 -0.8295 -3.3681
H: 2.0071 -2.3606 -2.6422
C: 4.0609 -8.1424 6.7731
N: 4.6444 -8.0797 5.4515
C: 3.8892 -7.7878 4.3765
C: 4.5459 -7.8652 3.0437
O: 2.6806 -7.5778 4.3926
H: 4.3679 -7.3392 7.4430
H: 4.4977 -9.0266 7.2374
H: 2.9853 -8.3102 6.8272
H: 5.5625 -8.4766 5.3111
H: 5.2541 -8.6930 3.0781
H: 5.0183 -6.9512 2.6838
H: 3.7798 -8.1542 2.3243

=====

Version Q
Computed, not measured: 12 unconnected molecules or ions with the total composition C36H84N12O12, with ωB97M-V/def2-TZVPD.

Results
- 2S+1 = 1
- lowest unoccupied orbital energy (eV) = 0.3
- SMILES = CNC(C)=O.CNC(C)=O.CNC(C)=O.CNC(C)=O.CNC(C)=O.CNC(C)=O.CNC(C)=O.CNC(C)=O.CNC(C)=O.CNC(C)=O.CNC(C)=O.CNC(C)=O

Positions of all 144 atoms, in Å:
C: 4.7413 -5.1237 2.4226
N: 6.0021 -5.7148 1.9638
C: 6.1788 -6.2305 0.7124
C: 7.6120 -6.6648 0.4198
O: 5.3673 -6.3103 -0.1455
H: 3.7836 -5.4165 1.9924
H: 4.8104 -4.0463 2.5726
H: 4.5596 -5.5262 3.4191
H: 6.8416 -5.2888 2.3297
H: 8.2123 -6.4902 1.3127
H: 8.0253 -6.0648 -0.3909
H: 7.6604 -7.7173 0.1407
C: 2.0411 -9.6852 1.3742
N: 1.6796 -9.2120 0.0606
C: 0.3708 -9.2211 -0.3941
C: 0.2596 -8.4532 -1.7251
O: -0.5837 -9.7655 0.1972
H: 2.7833 -9.0310 1.8317
H: 2.4488 -10.6932 1.2984
H: 1.2446 -9.5921 2.1124
H: 2.4596 -8.6990 -0.3250
H: -0.6897 -7.9185 -1.7550
H: 0.2400 -9.1715 -2.5447
H: 1.0837 -7.7535 -1.8640
C: 0.8911 -1.8775 -0.6108
N: 0.2908 -0.6632 -1.0063
C: -0.9161 -0.2732 -0.5977
C: -1.4794 1.0838 -1.1194
O: -1.5341 -0.8634 0.2116
H: 1.0623 -2.4614 -1.5151
H: 0.3344 -2.5516 0.0401
H: 1.7885 -1.4899 -0.1285
H: 0.8639 0.0354 -1.4577
H: -0.7349 1.4775 -1.8114
H: -1.4217 1.7512 -0.2595
H: -2.4754 0.9631 -1.5454
C: 2.0260 5.7474 4.3717
N: 0.7411 5.9246 5.0348
C: -0.5293 5.5243 4.5804
C: -1.7666 5.9156 5.4082
O: -0.7733 4.8677 3.5915
H: 2.8321 5.8027 5.1032
H: 2.2215 6.5965 3.7168
H: 2.1822 4.7843 3.8858
H: 0.9090 6.4363 5.8892
H: -2.0208 6.9417 5.1426
H: -1.4714 5.9957 6.4544
H: -2.5858 5.2248 5.2087
C: -4.6951 -9.1075 3.2501
N: -3.9307 -7.8855 2.9209
C: -4.1763 -6.7046 3.4618
C: -3.3159 -5.5120 3.0412
O: -5.1180 -6.4999 4.2292
H: -5.6830 -9.0471 2.7935
H: -4.9773 -9.2147 4.2974
H: -4.1824 -9.8831 2.6813
H: -3.2585 -8.0930 2.1961
H: -3.7217 -4.7541 2.3710
H: -2.4308 -5.8881 2.5281
H: -3.0570 -5.0737 4.0050
C: -5.7299 1.3051 -6.3194
N: -4.9624 0.1169 -5.9154
C: -3.5823 -0.0566 -5.9086
C: -3.0303 -1.3472 -5.3799
O: -2.8928 0.8335 -6.3985
H: -6.7614 1.0956 -6.0361
H: -5.5376 1.3875 -7.3891
H: -5.3769 2.2916 -6.0188
H: -5.4817 -0.5823 -5.4039
H: -1.9448 -1.3889 -5.4694
H: -3.4469 -2.1377 -6.0041
H: -3.1947 -1.5470 -4.3211
C: 9.0941 -1.8404 6.2818
N: 8.0286 -1.1388 5.5424
C: 7.8606 -1.2405 4.1667
C: 6.8687 -0.4480 3.4736
O: 8.4884 -2.0533 3.4765
H: 8.5109 -2.7009 6.6099
H: 9.5022 -1.3627 7.1725
H: 9.9102 -2.2116 5.6620
H: 7.4386 -0.5337 6.0954
H: 6.5749 -0.8874 2.5203
H: 7.2519 0.5475 3.2492
H: 6.0084 -0.2458 4.1117
C: -1.0222 9.3021 -7.8285
N: -1.6901 8.4033 -6.8865
C: -1.3511 7.1284 -6.7225
C: -2.5193 6.2355 -6.2206
O: -0.2338 6.6654 -7.0382
H: -0.5406 10.1758 -7.3895
H: -1.7952 9.7490 -8.4537
H: -0.3841 8.7295 -8.5015
H: -2.5897 8.5385 -6.4476
H: -1.9233 5.5230 -5.6504
H: -2.9973 5.8240 -7.1095
H: -3.2953 6.6953 -5.6086
C: 1.9351 10.6010 -4.0116
N: 1.8291 9.1318 -3.6757
C: 1.8871 8.6699 -2.4457
C: 1.6789 7.1682 -2.4115
O: 2.1621 9.3632 -1.4413
H: 0.9956 11.1535 -3.9970
H: 2.3188 10.6569 -5.0303
H: 2.4916 11.2632 -3.3483
H: 1.5840 8.5169 -4.4385
H: 1.6857 6.7559 -1.4025
H: 2.5680 6.7261 -2.8611
H: 0.9316 6.7006 -3.0527
C: -3.4531 -0.0110 5.0975
N: -2.9190 -0.0979 6.4312
C: -3.5012 0.6517 7.4297
C: -3.1061 0.4128 8.8487
O: -4.4999 1.3863 7.1886
H: -3.0509 0.9153 4.6871
H: -4.5286 0.1547 5.1590
H: -3.4494 -0.9360 4.5209
H: -1.9728 -0.4301 6.5515
H: -3.3784 -0.5733 9.2249
H: -3.7051 1.1836 9.3337
H: -2.0238 0.5037 8.9412
C: 3.6560 2.3259 -4.1514
N: 4.8513 2.5712 -3.2945
C: 4.8281 2.3833 -1.9946
C: 5.7352 3.2101 -1.1687
O: 4.0624 1.6587 -1.3863
H: 3.9771 2.1308 -5.1746
H: 2.9407 3.1420 -4.2533
H: 3.2961 1.3326 -3.8834
H: 5.5746 3.1394 -3.7117
H: 5.3193 3.2149 -0.1612
H: 6.0167 4.2181 -1.4734
H: 6.7235 2.8087 -0.9445
C: -9.7265 -0.9494 -1.1177
N: -9.1070 -1.7539 -2.2428
C: -7.8031 -2.0223 -2.3469
C: -6.8134 -1.8431 -1.2538
O: -7.3913 -2.4066 -3.4695
H: -9.0536 -0.2764 -0.5864
H: -10.3352 -1.5258 -0.4210
H: -10.4059 -0.2280 -1.5717
H: -9.5770 -1.9495 -3.1151
H: -6.9343 -2.4637 -0.3660
H: -6.7851 -0.8048 -0.9234
H: -5.8012 -2.0429 -1.6055

=====

Of the structures shown above, version P is the most stable.